Molecular formula: C5H3N
Method: DFT, wB97M-V/def2-TZVPD

Calculated values
* HOMO level (alpha / beta): -0.2117 / -0.3634 Ha
* 2S+1: 3
* total charge: 0
* relative energy (zero: lowest compared OMol25 entry of this formula, charge and spin): 5.394 eV
* <S²>: 2.03
* HOMO-LUMO gap (alpha / beta): 6.3 / 6.0 eV

Element x y z (Å)
C  -2.71131  -0.10072  -0.31751
C  -2.23114  -0.45638  0.72739
C  2.01009  0.36093  -0.13674
C  2.91827  0.96979  0.33633
C  0.31525  -1.00263  -1.21483
N  1.06801  -0.35222  -0.68021
H  -2.70650  0.44717  -1.13953
H  -2.24151  -1.24173  1.41098
H  3.57883  1.37578  1.01412

Atomic forces in eV per Å
C 1.22 -0.60 2.46
C -1.04 -1.00 -0.56
C -2.58 -1.95 -1.48
C 0.85 0.92 0.26
C -6.12 -4.87 -4.05
N 6.67 5.37 4.54
H -0.67 1.99 -3.46
H 0.61 -0.43 1.44
H 1.06 0.57 0.84

natural (NBO) population analysis, charges in e, atoms 1 to 8: -0.195, -0.218, 0.083, -0.279, 0.472, -0.520, 0.205, 0.227

***

Molecular formula: C7H9N
Method: DFT, wB97M-V/def2-TZVPD

Calculated values
* HOMO level: -0.3551 Ha
* total charge: 0
* structure (SMILES): c1ccncc1.C=C
* relative energy (zero: lowest compared OMol25 entry of this formula, charge and spin): 1.345 eV
* HOMO-LUMO gap: 10.7 eV

Element x y z (Å)
C  -1.31363  0.42219  0.81152
C  -0.17724  0.58346  1.62537
C  0.96034  1.12934  1.04142
C  0.90944  1.47772  -0.30081
C  -0.26995  1.30719  -0.99906
C  0.85310  -2.26383  -1.30774
C  0.17462  -2.75355  -0.25693
H  -2.21985  -0.00793  1.27186
H  -0.19950  0.30855  2.68237
H  1.89981  1.23203  1.57847
H  1.78550  1.84050  -0.82792
H  -0.37659  1.57579  -2.05113
H  0.28844  -1.87555  -2.14382
H  1.94256  -2.31179  -1.37789
H  -0.89588  -2.73863  -0.32926
H  0.65370  -3.18713  0.61305
N  -1.38548  0.82130  -0.44263

Atomic forces in eV per Å
C -0.01 0.11 1.37
C -0.04 0.10 -0.29
C -0.07 -0.30 0.03
C 0.25 -0.07 -0.33
C -0.56 0.05 -0.03
C -0.24 -0.71 0.95
C 0.85 0.45 -1.17
H 0.40 0.23 -0.43
H -0.01 -0.03 -0.41
H -0.25 0.06 0.09
H -0.06 0.06 0.15
H 0.24 0.03 0.23
H 0.17 0.11 -0.13
H -0.35 0.19 0.05
H -0.38 -0.02 0.37
H -0.06 0.04 -0.06
N 0.12 -0.30 -0.40

natural (NBO) population analysis, charges in e, atoms 1 to 8: 0.041, -0.257, -0.172, -0.260, 0.031, -0.389, -0.390, 0.190

***

Molecular formula: C16H15NO6S
Method: DFT, wB97M-V/def2-TZVPD

Calculated values
* HOMO level: -0.3179 Ha
* total charge: 0
* structure (SMILES): COC(=O)c1ccc(OCC(=O)Nc2ccsc2C(=O)OC)cc1
* relative energy (zero: lowest compared OMol25 entry of this formula, charge and spin): 0.000 eV
* HOMO-LUMO gap: 8.8 eV

Element x y z (Å)
C  2.11139  -4.88565  0.58433
H  1.69240  -5.58288  1.30540
H  2.42578  -5.41101  -0.31994
H  2.97656  -4.36931  1.00602
O  1.08071  -3.95874  0.28289
C  1.40085  -3.00039  -0.60797
O  2.49767  -2.91338  -1.10578
C  0.27810  -2.08144  -0.88072
C  0.50648  -0.98103  -1.70194
C  -0.49375  -0.06315  -1.95134
C  -1.74779  -0.23923  -1.37150
C  -1.99300  -1.36525  -0.58181
C  -0.99131  -2.27315  -0.33369
H  -1.17731  -3.13009  0.29397
H  -2.97374  -1.48121  -0.15040
O  -2.78762  0.63667  -1.47851
C  -2.61168  1.84079  -2.18341
C  -1.55060  2.79435  -1.61936
O  -1.13223  3.72256  -2.27209
N  -1.15874  2.48572  -0.35505
C  -0.05013  2.98914  0.29597
C  0.54379  2.29297  1.33964
C  0.11300  1.00429  1.83417
O  -0.92811  0.47029  1.49337
O  0.97790  0.45159  2.68915
C  0.63443  -0.83896  3.17070
H  0.60749  -1.55464  2.34569
H  -0.34719  -0.81688  3.64837
H  1.40557  -1.10726  3.88772
S  1.93592  3.12486  1.94080
C  1.70729  4.38227  0.79840
C  0.63109  4.18890  -0.00972
H  0.32500  4.85113  -0.79736
H  2.38840  5.21001  0.78761
H  -1.54708  1.65692  0.09902
H  -2.37455  1.66523  -3.24091
H  -3.58224  2.34499  -2.13577
H  -0.28198  0.79053  -2.57705
H  1.48923  -0.84956  -2.12890

Atomic forces in eV per Å
C 0.38 -0.15 -0.04
H 0.01 0.04 -0.03
H -0.01 0.02 0.10
H -0.06 -0.08 -0.02
O -0.36 0.21 -0.02
C 0.33 -0.10 -0.05
O -0.11 -0.04 0.07
C -0.17 0.20 -0.07
C 0.08 -0.29 0.21
C -0.31 0.20 -0.09
C 0.18 -0.51 -0.01
C -0.11 0.23 -0.23
C 0.14 0.05 -0.11
H -0.04 -0.05 0.05
H -0.12 -0.01 0.08
O -0.01 -0.11 0.26
C -0.01 0.28 -0.37
C -0.22 -0.28 0.13
O 0.01 0.09 -0.21
N -0.34 -0.24 0.29
C 0.38 -0.29 0.47
C 0.25 0.54 -0.15
C -0.27 -0.18 -0.10
O 0.17 0.00 0.25
O 0.16 0.36 -0.07
C -0.27 -0.39 0.08
H 0.01 0.03 0.08
H 0.10 -0.03 -0.01
H -0.03 0.01 -0.04
S -0.31 0.12 -0.38
C 0.01 -0.42 0.33
C 0.07 0.22 -0.10
H 0.00 0.10 -0.07
H 0.12 0.20 -0.03
H 0.06 0.20 -0.18
H 0.03 0.05 0.17
H 0.18 -0.03 -0.04
H 0.02 0.07 -0.07
H 0.07 0.02 -0.04

natural (NBO) population analysis, charges in e, atoms 1 to 8: -0.258, 0.193, 0.195, 0.193, -0.514, 0.779, -0.598, -0.211

***

Molecular formula: C13H16F6N6O4OsS3
Method: DFT, wB97M-V/def2-TZVPD

Calculated values
* HOMO level: -0.2879 Ha
* total charge: 0
* relative energy (zero: lowest compared OMol25 entry of this formula, charge and spin): 0.000 eV
* HOMO-LUMO gap: 6.8 eV

Element x y z (Å)
Os  0.64990  0.17260  -0.46337
N  4.96202  -0.05259  0.45634
C  3.66967  -0.18421  0.09409
S  2.61966  1.15450  0.46137
N  3.34117  -1.30458  -0.50517
N  2.03289  -1.34486  -0.85672
C  1.56818  -2.43327  -1.36050
C  0.15447  -2.43873  -1.68887
C  -0.49111  -3.52757  -2.25099
C  -1.83285  -3.42624  -2.56418
C  -2.49852  -2.23492  -2.31495
C  -1.80769  -1.19039  -1.73379
N  -0.50906  -1.28723  -1.42911
H  5.22059  0.67797  1.09386
H  5.55393  -0.86204  0.37944
H  2.20519  -3.29530  -1.50959
H  0.06375  -4.43870  -2.42396
H  -2.35792  -4.26796  -2.99482
H  -3.54711  -2.11481  -2.54339
H  -2.28490  -0.25759  -1.47927
F  1.10061  -1.60980  4.11003
C  0.81509  -2.65163  3.33859
F  1.94887  -3.15700  2.85275
F  0.20131  -3.57971  4.05971
S  -0.24307  -2.13100  1.92826
O  0.60582  -1.10398  1.31451
O  -0.47516  -3.29658  1.12904
N  -1.48183  -1.60322  2.68845
S  -2.34229  -0.32210  2.34637
O  -2.23416  0.10289  0.97624
O  -3.62926  -0.44425  2.94714
C  -1.49463  1.00242  3.31273
F  -1.29670  0.61634  4.56977
F  -2.25396  2.09973  3.31184
F  -0.31363  1.30607  2.76859
C  -1.75229  3.02321  -1.70127
C  -0.29409  3.04272  -1.23646
C  0.63441  3.61707  -2.30167
C  -0.15822  3.78872  0.09271
N  0.05325  1.66865  -0.98209
H  -2.09556  4.04880  -1.84201
H  -2.38206  2.54035  -0.95348
H  -1.84818  2.49341  -2.65005
H  0.38626  4.66304  -2.48637
H  0.53561  3.06248  -3.23513
H  1.67176  3.55493  -1.97194
H  -0.41420  4.83888  -0.05225
H  0.86722  3.72758  0.45894
H  -0.82319  3.35792  0.84063

Atomic forces in eV per Å
Os 0.25 0.65 -0.88
N 0.00 0.00 0.01
C -0.02 0.04 -0.06
S -0.12 -0.25 0.24
N 0.03 0.05 -0.06
N 0.00 -0.05 0.21
C -0.07 -0.05 -0.02
C 0.08 0.08 -0.14
C -0.02 -0.03 -0.02
C 0.01 0.00 0.00
C 0.02 0.01 0.01
C -0.02 -0.03 0.07
N 0.02 -0.24 0.30
H 0.01 0.01 -0.01
H 0.00 0.00 0.01
H 0.01 0.02 -0.04
H 0.00 0.00 0.00
H 0.00 0.00 -0.01
H 0.00 0.01 0.00
H -0.02 0.02 0.05
F 0.00 -0.01 0.00
C 0.04 -0.01 -0.02
F 0.00 0.00 0.01
F -0.01 -0.01 0.00
S -0.17 0.00 -0.15
O 0.14 0.04 0.14
O 0.00 0.01 0.07
N 0.01 -0.04 0.00
S -0.12 0.02 0.06
O -0.01 -0.04 0.01
O 0.05 0.01 0.01
C 0.04 0.02 -0.01
F -0.03 0.02 -0.01
F 0.02 0.01 -0.02
F -0.04 -0.03 0.04
C -0.01 0.04 -0.01
C 0.15 0.02 -0.09
C 0.00 0.01 0.00
C 0.00 -0.02 -0.01
N -0.21 -0.27 0.34
H 0.00 0.00 -0.01
H 0.00 0.00 0.00
H 0.00 -0.01 0.00
H 0.00 0.00 -0.01
H 0.00 0.00 0.00
H 0.00 0.00 0.01
H -0.01 0.00 0.00
H 0.00 0.01 0.01
H 0.01 -0.01 0.00

natural (NBO) population analysis, charges in e, atoms 1 to 8: 0.936, -0.776, 0.301, -0.121, -0.418, -0.211, 0.016, 0.186

***

Molecular formula: C19H11N4O4S2Yb
Method: DFT, wB97M-V/def2-TZVPD

Calculated values
* HOMO level (alpha / beta): -0.3164 / -0.3093 Ha
* 2S+1: 2
* total charge: 0
* <S²>: 0.78
* HOMO-LUMO gap (alpha / beta): 7.8 / 5.1 eV

Element x y z (Å)
Yb  5.90190  -10.74005  8.52515
C  4.30169  -9.67422  6.34632
C  3.90764  -11.02718  6.55718
C  4.69283  -12.10361  6.09968
C  5.91289  -11.79494  5.55242
C  6.37490  -10.45751  5.36658
C  5.53092  -9.38297  5.73144
H  3.72593  -8.85871  6.77147
H  3.04975  -11.20579  7.19631
H  4.49883  -13.14872  6.33152
H  6.65840  -12.60841  5.43042
H  7.44408  -10.31300  5.03006
H  5.93108  -8.38010  5.71077
O  11.76721  -12.39456  8.06550
C  11.07837  -13.36025  8.67600
O  11.70010  -14.32762  9.11951
C  9.64281  -13.31843  8.91654
C  8.80877  -14.26210  9.54723
N  7.53850  -13.83968  9.57450
N  7.43809  -12.60196  9.07751
C  8.67185  -12.18774  8.70898
C  8.90319  -10.77961  8.15332
O  9.97774  -10.63742  7.57504
O  7.97339  -9.91391  8.17051
H  11.11650  -11.65622  7.79254
H  9.12009  -15.16725  9.99365
H  6.71498  -14.25654  10.03986
S  4.22526  -8.55811  9.60930
C  3.23380  -9.45975  10.62727
C  2.18556  -8.66510  11.24371
C  1.48930  -9.10247  12.33002
C  0.57842  -8.15997  12.92117
N  -0.24413  -7.51276  13.39831
C  1.57937  -10.41663  12.84225
C  2.36022  -11.30198  12.08861
C  3.26765  -10.86249  11.06764
S  4.37645  -12.02239  10.53028
C  0.81436  -10.67060  14.04499
N  0.19179  -10.83526  15.00972
H  1.87652  -7.65574  10.92918
H  2.33844  -12.29612  12.36853

Atomic forces in eV per Å
Yb -0.35 0.37 -0.12
C 0.34 -0.94 -0.01
C -0.02 0.66 -0.07
C -0.27 0.81 0.97
C 2.34 0.47 -0.33
C 0.09 -0.52 0.16
C 0.61 -1.28 0.28
H -0.14 -0.21 -0.16
H -0.22 -0.07 -0.32
H -0.43 0.29 -0.08
H -0.67 0.57 -0.34
H -1.51 0.02 0.38
H -0.22 0.15 -0.21
O -1.79 0.11 0.05
C 3.14 -1.72 0.94
O -1.04 0.79 -0.53
C -4.14 2.52 0.33
C 1.46 0.62 -0.81
N -0.02 0.28 0.18
N 0.72 1.41 -0.36
C 0.19 -2.46 0.62
C -0.08 -0.40 -1.01
O 0.43 0.38 0.04
O -0.13 -0.72 0.65
H 0.45 -0.37 0.14
H 0.11 -0.86 0.20
H 0.98 0.33 -0.53
S 0.61 -0.93 -0.30
C -1.48 0.37 1.03
C -0.04 -0.12 0.03
C -0.16 0.99 -0.15
C -0.59 -0.29 0.30
N 0.29 0.13 -0.11
C 0.61 -0.48 -0.95
C -0.70 2.62 0.97
C -0.26 0.58 0.02
S 0.18 0.07 -0.40
C -0.33 -0.89 0.51
N 0.78 0.18 -1.14
H 0.91 -0.55 -0.26
H 0.31 -1.94 0.39

natural (NBO) population analysis, charges in e, atoms 1 to 8: 1.278, -0.251, -0.217, -0.237, -0.232, -0.193, -0.212, 0.253

***

Molecular formula: C3H11NO3
Method: DFT, wB97M-V/def2-TZVPD

Calculated values
* HOMO level (alpha / beta): -0.0244 / -0.1227 Ha
* 2S+1: 2
* total charge: -1
* relative energy (zero: lowest compared OMol25 entry of this formula, charge and spin): 1.425 eV
* <S²>: 0.77
* HOMO-LUMO gap (alpha / beta): 4.0 / 6.7 eV

Element x y z (Å)
C  0.84011  -0.67643  -1.31844
C  1.42783  -1.92226  -1.21599
C  1.15532  0.09265  0.91825
N  0.71521  0.23363  -0.29863
H  0.91696  -0.15540  -2.27420
H  1.89877  -2.20955  -0.27982
H  1.39935  -2.61038  -2.04959
H  1.00237  0.92069  1.61638
H  1.39943  -0.84885  1.43554
H  0.49522  2.23546  -0.07315
H  0.83601  3.17538  -1.28629
O  0.41780  3.15731  -0.43000
H  -1.56500  -0.96822  -0.47644
H  -2.50948  -0.45498  -1.45268
O  -2.35525  -1.25474  -0.93532
H  -1.81937  1.16058  2.94568
H  -2.49948  -0.19143  2.72983
O  -1.75581  0.31654  2.44486

Atomic forces in eV per Å
C 1.49 0.60 0.81
C -0.25 0.18 0.19
C 0.05 -0.61 1.65
N -0.06 0.62 -1.47
H -1.12 -0.35 -0.30
H -0.30 -0.33 -0.05
H 0.29 -0.01 -0.04
H -0.03 -0.05 -0.13
H 0.08 0.02 -0.44
H 0.05 0.23 -1.09
H 0.19 -0.48 -0.17
O -0.32 0.19 1.01
H 0.81 -0.20 0.41
H -0.21 -0.19 -0.13
O -0.57 0.39 -0.25
H 0.11 -0.88 -0.59
H -0.79 -0.54 0.23
O 0.59 1.41 0.38

natural (NBO) population analysis, charges in e, atoms 1 to 8: -0.113, -0.656, -0.326, -0.614, 0.156, 0.170, 0.172, 0.127